48
Properties=species:S:1:pos:R:3:forces:R:3:nbo_charge:R:1 method="wB97M-V/def2-TZVPD" charge=-1 e_tot_ev=-33393.07458 homo_ev=-2.56 de_lowest_kj_mol=10.3 orbital_gap_ev=4.571 fmax_ev_per_a=1.7
H 5.07808 -3.63219 0.71879 -0.1 0.2 0.1 0.19
H -1.24282 -0.04514 -2.69339 0.3 -0.2 0.0 0.21
C 2.52220 -1.79768 2.04151 0.2 0.0 -0.1 -0.23
H -4.36787 2.34713 -1.82531 0.0 -0.2 0.1 0.22
H 2.38478 -1.75811 -4.29483 -0.2 0.0 0.2 0.20
C -0.35050 -0.66282 -2.57803 0.2 -0.3 0.4 -0.17
C 0.34563 2.13338 2.35960 -0.4 0.1 0.2 -0.71
C 4.58920 -1.60471 0.14604 -0.2 -0.1 0.2 -0.22
C -0.09085 -1.25412 -1.31395 1.0 -0.2 -0.9 -0.03
C -4.35682 1.58000 -1.04386 -0.2 0.0 -0.1 -0.67
H 3.81336 0.37053 -0.28061 0.0 -0.3 0.1 0.20
C 3.40700 -2.85624 1.86304 0.0 0.4 -0.2 -0.23
C -0.89004 -0.96929 -0.15023 -0.4 0.2 -0.1 0.05
H 0.15378 2.59531 1.38410 0.1 0.0 0.2 0.23
H -5.38905 1.38341 -0.73401 0.2 0.0 -0.1 0.22
H 1.10431 -2.71446 -0.27994 0.3 0.3 -0.3 0.23
C -1.75328 0.09174 -0.04349 -0.3 0.7 0.6 -0.44
O -3.52063 1.17495 1.22529 -0.3 0.0 -0.7 -0.53
O -0.25721 1.70727 -0.95674 -1.3 0.2 0.3 -0.59
C 0.64495 0.66011 2.19044 0.4 -1.0 -1.3 0.51
O -3.10245 -1.00705 1.56967 -0.3 0.8 -0.3 -0.57
H -3.61731 3.76961 1.54164 -0.1 -0.2 -0.2 0.24
H 0.27233 -0.44433 -4.61931 0.2 -0.1 0.3 0.20
C -3.57903 2.11297 0.14166 0.8 0.3 0.6 0.53
C 1.61884 0.37339 1.17310 -0.3 0.5 0.2 -0.53
C 3.70975 -0.54832 0.30309 -0.3 -0.2 0.2 -0.25
H -3.91267 0.66184 -1.43713 -0.1 0.1 0.0 0.23
H 2.80574 -2.89450 -2.10477 -0.3 0.1 -0.1 0.22
C -1.35157 1.44153 -0.49470 1.0 -0.3 -0.7 0.78
C 1.67295 -1.64812 -3.47503 -0.2 -0.1 0.3 -0.20
H 1.71688 -1.83166 2.77883 0.2 -0.1 -0.3 0.23
C 4.41967 -2.78034 0.89325 0.2 -0.2 -0.1 -0.33
O -2.22827 2.46110 -0.25455 -0.6 -0.1 0.1 -0.53
H 3.30600 -3.75698 2.47253 0.0 0.2 -0.1 0.19
H -4.22124 4.16174 -0.09317 0.0 -0.2 0.1 0.22
C -4.20249 3.39845 0.69216 0.2 -0.3 0.0 -0.62
H -5.22693 3.19800 1.02458 0.2 0.0 -0.1 0.22
H -0.90766 -1.68718 0.66605 -0.1 -0.1 -0.2 0.25
H 5.40746 -1.52159 -0.57392 -0.2 -0.1 0.2 0.19
C -2.83929 0.00400 0.96171 0.8 -0.7 0.5 0.79
O 0.04483 -0.21889 2.83365 0.1 0.6 0.7 -0.69
C 0.50882 -0.88529 -3.64842 0.0 0.0 0.2 -0.24
H 1.21177 2.63095 2.81306 -0.2 0.0 -0.1 0.21
C 2.60672 -0.64080 1.20691 -0.3 -0.4 -0.3 -0.02
C 1.90826 -2.29046 -2.25164 -0.1 0.0 -0.4 -0.21
C 0.99224 -2.16059 -1.21622 -0.4 0.4 0.3 -0.16
H -0.52702 2.25883 3.00127 0.0 0.1 0.0 0.21
H 1.68943 1.09462 0.36129 0.4 0.2 0.4 0.21

***

21
Properties=species:S:1:pos:R:3:forces:R:3:nbo_charge:R:1 method="wB97M-V/def2-TZVPD" charge=0 e_tot_ev=-12008.29034 homo_ev=-9.85 de_lowest_kj_mol=396.6 orbital_gap_ev=10.665 fmax_ev_per_a=5.0
C 0.48322 -0.98994 0.47356 0.1 -0.1 0.3 -0.20
H -2.31335 -1.00112 -0.85312 0.2 0.0 -0.2 0.22
H 2.00340 -1.78621 -1.13885 -0.2 0.3 0.1 0.23
H 0.66317 -1.59995 1.36001 -0.1 0.2 -0.3 0.23
N -1.12041 2.38764 0.69157 2.7 -2.9 0.5 -0.40
O -1.91632 1.19264 2.82517 -1.1 3.1 -0.9 -0.99
C 1.34362 0.41334 -0.92779 -0.2 0.2 -0.3 -0.18
C -1.39196 -0.87523 -1.44023 -0.2 0.2 -0.1 -0.62
C 1.20469 -1.08862 -0.88050 0.2 -0.2 -0.1 -0.22
C 2.08303 0.91735 0.26484 0.2 0.0 0.3 -0.37
H -0.30105 -2.61910 -0.69655 0.0 0.3 0.0 0.22
C -0.22296 -1.52863 -0.74417 0.0 -0.2 0.0 -0.21
C -0.36713 1.47851 0.84078 -1.9 3.6 -2.8 0.38
H -2.09009 0.33277 2.42865 -0.4 0.5 -0.5 0.46
H 1.14519 1.05606 -1.78690 0.1 -0.2 0.3 0.23
H 2.84444 0.29600 0.74182 -0.2 0.2 -0.2 0.22
H -2.17063 2.04304 2.13877 0.9 -4.1 2.6 0.51
C 0.63353 0.51458 0.43768 0.0 -0.4 0.8 -0.20
H -1.55023 -1.33397 -2.42652 0.0 0.1 0.3 0.22
H -1.23608 0.20042 -1.59294 0.0 -0.3 0.1 0.22
H 2.27593 1.99044 0.28473 -0.1 -0.3 0.0 0.24

***

Copy entry 1 word for word.
48
Properties=species:S:1:pos:R:3:forces:R:3:nbo_charge:R:1 method="wB97M-V/def2-TZVPD" charge=-1 e_tot_ev=-33393.07458 homo_ev=-2.56 de_lowest_kj_mol=10.3 orbital_gap_ev=4.571 fmax_ev_per_a=1.7
H 5.07808 -3.63219 0.71879 -0.1 0.2 0.1 0.19
H -1.24282 -0.04514 -2.69339 0.3 -0.2 0.0 0.21
C 2.52220 -1.79768 2.04151 0.2 0.0 -0.1 -0.23
H -4.36787 2.34713 -1.82531 0.0 -0.2 0.1 0.22
H 2.38478 -1.75811 -4.29483 -0.2 0.0 0.2 0.20
C -0.35050 -0.66282 -2.57803 0.2 -0.3 0.4 -0.17
C 0.34563 2.13338 2.35960 -0.4 0.1 0.2 -0.71
C 4.58920 -1.60471 0.14604 -0.2 -0.1 0.2 -0.22
C -0.09085 -1.25412 -1.31395 1.0 -0.2 -0.9 -0.03
C -4.35682 1.58000 -1.04386 -0.2 0.0 -0.1 -0.67
H 3.81336 0.37053 -0.28061 0.0 -0.3 0.1 0.20
C 3.40700 -2.85624 1.86304 0.0 0.4 -0.2 -0.23
C -0.89004 -0.96929 -0.15023 -0.4 0.2 -0.1 0.05
H 0.15378 2.59531 1.38410 0.1 0.0 0.2 0.23
H -5.38905 1.38341 -0.73401 0.2 0.0 -0.1 0.22
H 1.10431 -2.71446 -0.27994 0.3 0.3 -0.3 0.23
C -1.75328 0.09174 -0.04349 -0.3 0.7 0.6 -0.44
O -3.52063 1.17495 1.22529 -0.3 0.0 -0.7 -0.53
O -0.25721 1.70727 -0.95674 -1.3 0.2 0.3 -0.59
C 0.64495 0.66011 2.19044 0.4 -1.0 -1.3 0.51
O -3.10245 -1.00705 1.56967 -0.3 0.8 -0.3 -0.57
H -3.61731 3.76961 1.54164 -0.1 -0.2 -0.2 0.24
H 0.27233 -0.44433 -4.61931 0.2 -0.1 0.3 0.20
C -3.57903 2.11297 0.14166 0.8 0.3 0.6 0.53
C 1.61884 0.37339 1.17310 -0.3 0.5 0.2 -0.53
C 3.70975 -0.54832 0.30309 -0.3 -0.2 0.2 -0.25
H -3.91267 0.66184 -1.43713 -0.1 0.1 0.0 0.23
H 2.80574 -2.89450 -2.10477 -0.3 0.1 -0.1 0.22
C -1.35157 1.44153 -0.49470 1.0 -0.3 -0.7 0.78
C 1.67295 -1.64812 -3.47503 -0.2 -0.1 0.3 -0.20
H 1.71688 -1.83166 2.77883 0.2 -0.1 -0.3 0.23
C 4.41967 -2.78034 0.89325 0.2 -0.2 -0.1 -0.33
O -2.22827 2.46110 -0.25455 -0.6 -0.1 0.1 -0.53
H 3.30600 -3.75698 2.47253 0.0 0.2 -0.1 0.19
H -4.22124 4.16174 -0.09317 0.0 -0.2 0.1 0.22
C -4.20249 3.39845 0.69216 0.2 -0.3 0.0 -0.62
H -5.22693 3.19800 1.02458 0.2 0.0 -0.1 0.22
H -0.90766 -1.68718 0.66605 -0.1 -0.1 -0.2 0.25
H 5.40746 -1.52159 -0.57392 -0.2 -0.1 0.2 0.19
C -2.83929 0.00400 0.96171 0.8 -0.7 0.5 0.79
O 0.04483 -0.21889 2.83365 0.1 0.6 0.7 -0.69
C 0.50882 -0.88529 -3.64842 0.0 0.0 0.2 -0.24
H 1.21177 2.63095 2.81306 -0.2 0.0 -0.1 0.21
C 2.60672 -0.64080 1.20691 -0.3 -0.4 -0.3 -0.02
C 1.90826 -2.29046 -2.25164 -0.1 0.0 -0.4 -0.21
C 0.99224 -2.16059 -1.21622 -0.4 0.4 0.3 -0.16
H -0.52702 2.25883 3.00127 0.0 0.1 0.0 0.21
H 1.68943 1.09462 0.36129 0.4 0.2 0.4 0.21